C6H12O | the ωB97M-V functional and the def2-TZVPD basis

Element x y z (Å)
C (1.905, 1.209, 1.237)
C (0.949, 1.061, 0.054)
C (-0.121, -0.024, 0.189)
C (-1.191, 0.113, -0.902)
C (-2.146, -1.079, -0.806)
C (0.593, -1.351, 0.120)
O (0.886, -2.029, 1.078)
H (2.638, 1.995, 1.019)
H (1.372, 1.490, 2.154)
H (2.460, 0.289, 1.459)
H (0.425, 2.008, -0.122)
H (1.521, 0.848, -0.860)
H (-0.605, 0.038, 1.172)
H (-0.718, 0.234, -1.892)
H (-1.717, 1.061, -0.746)
H (-3.205, -0.860, -0.984)
H (-2.125, -1.479, 0.215)
H (-1.854, -1.895, -1.477)
H (0.933, -1.630, -0.909)

Output
- Energy above the lowest of the compared OMol25 structures with the same formula, charge and spin: 12.2 kcal/mol
- Total charge: 0
- 2S+1: 1
- Frontier orbital gap: 10.78 eV

The net atomic charges from Löwdin, expressed in e, are: C -0.097; C -0.233; C -0.347; C -0.227; C -0.102; C -0.259; O 0.062; H 0.072; H 0.078; H 0.073; H 0.114; H 0.116; H 0.152; H 0.117; H 0.111; H 0.072; H 0.077; H 0.076; H 0.143

---

C25H44AuO2P2 | the ωB97M-V functional and the def2-TZVPD basis

Element x y z (Å)
Au (0.669, -3.124, -2.559)
C (-1.988, -1.592, 2.702)
C (-1.718, -2.565, 1.703)
C (0.292, -1.863, 2.562)
C (-0.745, -1.177, 3.249)
C (-0.311, -2.766, 1.646)
C (-3.321, -1.151, 3.167)
H (-4.111, -1.538, 2.512)
H (-3.396, -0.054, 3.192)
H (-3.526, -1.512, 4.188)
C (-0.561, -0.261, 4.390)
H (-1.520, -0.062, 4.885)
H (-0.123, 0.706, 4.096)
H (0.120, -0.698, 5.136)
C (1.733, -1.679, 2.809)
H (1.956, -1.739, 3.885)
H (2.068, -0.690, 2.456)
H (2.319, -2.442, 2.287)
C (0.379, -3.807, 0.855)
H (0.087, -4.822, 1.172)
H (1.467, -3.721, 0.958)
H (0.159, -3.735, -0.228)
C (-2.732, -3.308, 0.931)
H (-3.179, -4.123, 1.522)
H (-2.295, -3.756, 0.031)
H (-3.551, -2.644, 0.622)
C (-0.768, 3.175, 1.279)
C (-1.491, 2.045, 1.281)
C (-2.421, 1.569, 0.205)
C (-1.968, 1.899, -1.230)
C (-0.465, 1.620, -1.397)
C (0.406, 2.808, -1.633)
C (0.307, 3.940, -0.919)
C (-0.687, 4.215, 0.186)
H (-3.441, 1.962, 0.343)
H (-2.185, 2.942, -1.488)
H (-2.498, 0.474, 0.315)
H (-1.698, 4.438, -0.203)
H (-0.265, 3.476, 2.208)
H (-1.514, 1.450, 2.202)
H (-0.319, 5.138, 0.672)
H (1.068, 1.769, 1.502)
H (1.198, 2.713, -2.388)
H (0.975, 4.786, -1.130)
H (-2.572, 1.286, -1.919)
H (-0.104, 1.049, -0.526)
P (-0.178, 0.237, -2.699)
C (-0.440, 1.178, -4.236)
C (-1.481, -1.001, -2.584)
P (1.893, -1.678, -3.586)
C (1.590, -0.125, -2.642)
C (1.437, -1.442, -5.330)
C (3.671, -1.959, -3.555)
H (0.240, 2.037, -4.269)
H (-1.470, 1.554, -4.267)
H (-0.267, 0.561, -5.123)
H (-1.454, -1.605, -3.501)
H (-2.478, -0.555, -2.495)
H (-1.303, -1.659, -1.716)
H (4.090, -1.839, -4.560)
H (3.853, -2.982, -3.211)
H (4.148, -1.255, -2.863)
H (1.848, -0.298, -1.580)
H (2.193, 0.718, -3.026)
H (1.760, -2.347, -5.863)
H (1.936, -0.566, -5.767)
H (0.353, -1.360, -5.469)
C (3.519, 2.316, 3.476)
C (2.098, 2.216, 3.057)
O (2.001, 1.664, 1.803)
O (1.122, 2.560, 3.713)
H (4.135, 2.620, 2.625)
H (3.855, 1.338, 3.848)
H (3.599, 3.042, 4.289)

Output
- Energy above the lowest of the compared OMol25 structures with the same formula, charge and spin: 0.0 kcal/mol
- ⟨S²⟩: 2.0206
- Total charge: +1
- 2S+1: 3
- Frontier orbital gap (alpha / beta): 6.04 / 6.02 eV

The net atomic charges from Löwdin, expressed in e, are: Au 0.400; C -0.233; C -0.191; C -0.200; C -0.186; C -0.206; C -0.058; H 0.071; H 0.072; H 0.090; C -0.013; H 0.086; H 0.064; H 0.098; C -0.035; H 0.090; H 0.065; H 0.070; C -0.088; H 0.097; H 0.064; H -0.061; C -0.034; H 0.104; H 0.070; H 0.078; C -0.098; C -0.095; C -0.161; C -0.188; C -0.359; C -0.120; C -0.062; C -0.167; H 0.134; H 0.115; H 0.109; H 0.125; H 0.101; H 0.103; H 0.120; H 0.079; H 0.092; H 0.118; H 0.086; H 0.110; P 0.925; C -0.164; C -0.231; P 0.526; C -0.444; C -0.267; C -0.248; H 0.064; H 0.076; H 0.037; H 0.039; H 0.065; H 0.013; H 0.056; H 0.044; H 0.055; H 0.081; H 0.084; H 0.063; H 0.062; H 0.028; C 0.017; C -0.536; O 0.045; O 0.059; H 0.093; H 0.102; H 0.097

---

C48H50CdN5O2Se | the ωB97M-V functional and the def2-TZVPD basis

Element x y z (Å)
Cd (-0.061, 0.244, -1.965)
C (-4.428, 1.242, -0.900)
C (-4.380, 0.302, -2.070)
C (-5.385, -0.597, -2.418)
C (-5.339, -1.511, -3.469)
C (-4.297, -1.367, -4.373)
C (-3.271, -0.448, -4.107)
C (-2.202, -0.304, -5.167)
C (-3.276, 0.383, -2.947)
N (-2.149, 1.137, -2.665)
C (-2.277, 2.478, -2.805)
O (-3.267, 3.099, -3.194)
C (-0.978, 3.245, -2.591)
C (-0.911, 4.626, -2.809)
C (0.314, 5.267, -2.729)
C (1.510, 4.479, -2.666)
C (1.366, 3.093, -2.479)
N (0.164, 2.584, -2.263)
C (2.543, 2.198, -2.735)
O (3.488, 2.692, -3.412)
N (2.515, 0.983, -2.183)
C (3.544, 0.117, -2.325)
C (4.243, -0.422, -1.222)
C (4.042, 0.125, 0.174)
C (5.220, -1.415, -1.412)
C (5.705, -1.675, -2.639)
C (5.102, -1.116, -3.758)
C (3.995, -0.301, -3.655)
C (3.164, 0.192, -4.846)
H (-5.173, 0.835, -0.112)
H (-4.781, 2.237, -1.171)
H (-3.434, 1.433, -0.543)
H (-6.302, -0.459, -1.870)
H (-5.970, -2.390, -3.492)
H (-4.211, -2.145, -5.154)
H (-2.609, -0.523, -6.137)
H (-1.337, -0.971, -4.985)
H (-1.908, 0.757, -5.223)
H (-1.849, 5.135, -3.088)
H (0.342, 6.382, -2.672)
H (2.487, 4.997, -2.837)
H (4.007, 1.238, 0.064)
H (4.853, -0.164, 0.843)
H (3.090, -0.122, 0.616)
H (5.760, -1.892, -0.587)
H (6.460, -2.415, -2.785)
H (5.400, -1.424, -4.756)
H (3.449, 1.155, -5.216)
H (2.127, 0.375, -4.470)
H (3.096, -0.558, -5.620)
C (-0.526, 3.510, 4.535)
C (0.539, 4.040, 3.577)
C (1.928, 3.403, 3.627)
C (2.139, 2.158, 2.705)
N (1.295, 1.047, 3.048)
C (0.029, 0.815, 2.550)
Se (-0.846, 1.872, 1.317)
N (-0.402, -0.368, 3.078)
C (-1.801, -0.981, 3.050)
C (-2.374, -1.472, 4.372)
C (-2.320, -0.441, 5.547)
C (-3.626, 0.213, 5.903)
C (0.623, -0.974, 3.838)
C (0.751, -2.228, 4.410)
C (1.983, -2.687, 4.835)
C (3.081, -1.854, 4.704)
C (3.031, -0.528, 4.103)
C (1.742, -0.135, 3.691)
H (-0.898, 4.400, 5.071)
H (-0.037, 2.864, 5.319)
H (-1.410, 3.021, 4.066)
H (0.673, 5.134, 3.750)
H (0.214, 4.081, 2.532)
H (2.205, 3.186, 4.669)
H (2.703, 4.088, 3.272)
H (3.188, 1.863, 2.527)
H (1.794, 2.329, 1.662)
H (-1.703, -1.802, 2.267)
H (-2.345, -0.125, 2.605)
H (-1.952, -2.492, 4.473)
H (-3.457, -1.638, 4.164)
H (-1.605, 0.302, 5.213)
H (-1.856, -0.923, 6.433)
H (-4.203, 0.612, 5.027)
H (-3.571, 1.061, 6.582)
H (-4.312, -0.563, 6.340)
H (-0.134, -2.899, 4.503)
H (2.085, -3.645, 5.342)
H (4.035, -2.179, 5.147)
H (3.865, 0.138, 4.176)
C (-2.137, -4.674, -0.172)
C (-2.452, -3.289, -0.145)
C (-1.553, -2.368, -0.682)
C (-0.406, -2.802, -1.403)
C (0.297, -1.920, -2.234)
C (1.303, -2.490, -3.054)
C (1.485, -3.867, -3.183)
C (0.879, -4.766, -2.267)
C (-0.056, -4.200, -1.385)
C (-0.931, -5.065, -0.705)
H (-2.792, -5.370, 0.257)
H (-3.332, -2.971, 0.381)
H (-1.754, -1.319, -0.518)
H (1.877, -1.794, -3.666)
H (2.396, -4.194, -3.706)
H (1.026, -5.886, -2.267)
H (-0.567, -6.041, -0.460)

Output
- Total charge: -1
- 2S+1: 1
- Frontier orbital gap: 6.99 eV

Atomic partial charges in e from the Löwdin method, atoms 1 to 99: Cd 1.361; C -0.052; C -0.215; C -0.080; C -0.111; C -0.075; C -0.200; C -0.058; C -0.246; N -0.016; C -0.517; O 0.017; C -0.176; C -0.025; C -0.053; C 0.008; C -0.216; N 0.057; C -0.506; O -0.023; N 0.033; C -0.246; C -0.198; C -0.060; C -0.089; C -0.137; C -0.074; C -0.192; C -0.056; H 0.103; H 0.073; H 0.018; H 0.092; H 0.089; H 0.111; H 0.058; H 0.074; H 0.075; H 0.119; H 0.111; H 0.122; H 0.085; H 0.067; H 0.054; H 0.105; H 0.084; H 0.101; H 0.058; H 0.070; H 0.067; C -0.129; C -0.306; C -0.172; C -0.170; N -0.028; C -0.678; Se 0.667; N -0.018; C -0.122; C -0.186; C -0.251; C -0.129; C -0.142; C -0.021; C -0.106; C -0.082; C 0.025; C -0.132; H 0.063; H 0.081; H 0.047; H 0.105; H 0.044; H 0.107; H 0.105; H 0.118; H 0.088; H 0.133; H 0.082; H 0.087; H 0.118; H 0.083; H 0.115; H 0.088; H 0.064; H 0.084; H 0.109; H 0.105; H 0.100; H 0.096; C -0.089; C -0.090; C -0.073; C -0.250; C -0.189; C -0.141; C -0.090; C -0.044; C -0.199

---

C19H23N3O9P2Re | the ωB97M-V functional and the def2-TZVPD basis

Element x y z (Å)
Re (0.365, -0.334, 0.417)
C (0.286, -0.091, -2.851)
O (1.030, -0.013, -1.598)
C (2.380, 0.338, -1.632)
C (3.158, 0.307, -2.767)
C (4.484, 0.712, -2.661)
C (5.012, 1.151, -1.448)
C (4.217, 1.193, -0.319)
C (2.899, 0.768, -0.414)
N (1.954, 0.797, 0.634)
N (2.199, 1.642, 1.629)
C (1.176, 2.153, 2.271)
C (-0.181, 2.211, 1.652)
O (-0.509, 1.454, 0.685)
C (-1.084, 3.219, 2.072)
C (-0.780, 3.972, 3.151)
C (0.461, 3.848, 3.891)
C (0.696, 4.622, 5.020)
C (1.888, 4.496, 5.716)
C (2.857, 3.596, 5.286)
C (2.640, 2.824, 4.158)
C (1.446, 2.948, 3.455)
H (0.460, 0.818, -3.420)
H (0.603, -0.970, -3.406)
H (-0.756, -0.175, -2.569)
H (2.757, -0.012, -3.719)
H (5.109, 0.688, -3.543)
H (6.045, 1.465, -1.390)
H (4.596, 1.546, 0.631)
H (-2.028, 3.300, 1.552)
H (-1.506, 4.697, 3.503)
H (-0.059, 5.327, 5.348)
H (2.066, 5.103, 6.596)
H (3.783, 3.497, 5.836)
H (3.389, 2.118, 3.823)
C (-1.049, -3.570, 2.920)
C (-2.024, -2.434, 2.588)
O (-3.249, -2.683, 3.269)
P (-2.387, -2.308, 0.791)
O (-2.690, -3.722, 0.192)
O (-3.709, -1.495, 0.627)
O (-1.194, -1.745, 0.028)
P (-1.413, -0.744, 2.950)
O (-1.205, -0.554, 4.500)
O (-2.418, 0.155, 2.323)
O (0.051, -0.683, 2.394)
H (-0.989, -4.322, 2.133)
H (-1.417, -4.065, 3.817)
H (-0.049, -3.193, 3.132)
H (-3.892, -1.985, 3.082)
H (-3.568, -4.091, 0.354)
H (-3.615, -0.602, 1.025)
H (-2.012, -0.540, 5.028)
N (1.493, -2.200, 0.308)
H (0.878, -2.908, -0.092)
H (1.745, -2.516, 1.243)
H (2.347, -2.186, -0.248)

Output
- Energy above the lowest of the compared OMol25 structures with the same formula, charge and spin: 8.7 kcal/mol
- ⟨S²⟩: 0.9968
- Total charge: +2
- 2S+1: 2
- Frontier orbital gap (alpha / beta): 6.11 / 6.64 eV

The net atomic charges from Löwdin, expressed in e, are: Re 1.629; C 0.029; O -0.268; C -0.220; C 0.011; C -0.023; C -0.033; C 0.016; C -0.189; N -0.128; N 0.164; C -0.097; C -0.260; O -0.116; C 0.025; C 0.069; C -0.152; C 0.008; C -0.023; C -0.026; C 0.009; C -0.106; H 0.118; H 0.111; H 0.101; H 0.127; H 0.127; H 0.125; H 0.124; H 0.140; H 0.140; H 0.130; H 0.124; H 0.122; H 0.120; C -0.024; C -0.578; O -0.020; P 0.527; O -0.039; O -0.068; O -0.393; P 0.393; O -0.053; O -0.275; O -0.410; H 0.084; H 0.106; H 0.076; H 0.103; H 0.131; H 0.091; H 0.114; N 0.031; H 0.086; H 0.093; H 0.098

---

CH4N4S2 | the ωB97M-V functional and the def2-TZVPD basis

Element x y z (Å)
C (-0.573, -0.515, 0.305)
N (-0.615, 1.770, 0.094)
N (-0.496, 0.926, 0.872)
N (1.896, -0.267, -0.499)
N (-0.885, -0.572, -1.022)
S (3.388, -0.227, -0.915)
S (1.185, -1.169, 0.644)
H (-1.146, -1.039, 1.148)
H (-0.329, 1.167, 1.854)
H (-0.528, 0.362, -1.360)
H (-1.896, -0.437, -1.121)

Output
- Energy above the lowest of the compared OMol25 structures with the same formula, charge and spin: 71.5 kcal/mol
- Total charge: 0
- 2S+1: 1
- Frontier orbital gap (alpha / beta): 7.05 / 7.05 eV

The net atomic charges from Löwdin, expressed in e, are: C -0.637; N 0.060; N -0.211; N -1.021; N 0.003; S 0.567; S 0.818; H 0.121; H 0.126; H 0.077; H 0.097

---

no.,DFT total energy (eV)
1,-8463.827
2,-52994.770
3,-132045.337
4,-63673.242
5,-28728.010